Entry 1:
A single C2H5BrClN molecule, computed with ωB97M-V/def2-TZVPD.

Calculated values
Structure (SMILES) ... CN[C@H](Cl)Br
Kohn-Sham gap ... 0.369 Eh
Energy relative to the best compared isomer or geometry (same formula, charge and spin) ... 32.43 kcal/mol
DFT total energy ... -3168.1239 Ha
LUMO ... 0.3 eV

Last column: Mulliken charge in e.
CARTESIAN COORDINATES (ANGSTROEM)
C1 -0.16054 1.03883 -0.83384  -0.809
N1 0.30908 -0.28858 -0.54780  -0.368
C2 0.44839 -0.70652 0.93047  -0.055
Cl1 0.62927 -2.47839 0.65021  -0.153
Br1 -1.19690 -0.26818 2.18741  -0.173
H1 -1.08498 1.18715 -0.20095  0.327
H2 0.67690 1.74563 -0.72000  0.234
H3 -0.57842 1.01788 -1.83953  0.310
H4 -0.36728 -0.93770 -1.09039  0.312
H5 1.32450 -0.31012 1.46441  0.375

---

Entry 2:
2 unconnected molecules or ions with the total composition C2H5BrN2O3, computed with ωB97M-V/def2-TZVPD.

Calculated values
Kohn-Sham gap (spin up / spin down) ... 0.296 / 0.292 Eh
Energy relative to the best compared isomer or geometry (same formula, charge and spin) ... 56.37 kcal/mol
DFT total energy ... -2988.2263 Ha
LUMO (spin up / spin down) ... -1.2 / -1.2 eV

Last column: Mulliken charge in e.
CARTESIAN COORDINATES (ANGSTROEM)
C1 0.58267 0.57088 1.22746  -0.853
C2 -1.06601 -0.34014 -0.34520  -0.089
N1 0.14287 -0.37090 0.23260  0.092
N2 1.10607 -1.28731 -0.24777  1.124
O1 2.18445 -1.19893 0.25637  -0.592
O2 0.72381 -2.06033 -1.07880  -0.647
O3 -0.91974 1.65959 -1.48581  -0.696
Br1 -2.55529 0.16367 0.62107  -0.002
H1 1.53325 1.00372 0.91092  0.284
H2 -0.15281 1.36647 1.31073  0.368
H3 0.72370 0.07504 2.18935  0.328
H4 -1.23762 -0.98674 -1.19411  0.444
H5 -1.06536 1.40498 -2.39680  0.240